A single C3H6N2O molecule at a distorted geometry. Source: the Open Molecules 2025 dataset; level of theory: wB97M-V/def2-TZVPD.

As for the gap between HOMO and LUMO: 9.653 eV. Its largest force on an atom is 0.0641 hartree/bohr. The value obtained for the LUMO energy is 1.0 eV. The value obtained for the highest occupied orbital energy is -8.6807 eV.

The geometry in XYZ format:
```
12
Properties=species:S:1:pos:R:3:forces:R:3:lowdin_charge:R:1
C -0.391 1.170 0.374 -0.8353 0.9165 -3.0542 -0.168
C 0.994 0.911 -0.285 0.2623 0.5017 1.0947 -0.159
C 0.278 -1.255 0.077 0.9295 0.8559 0.2154 -0.223
H -0.384 0.931 1.396 0.3440 -0.0869 1.6256 0.093
H -0.638 2.248 0.196 -0.0357 -0.9424 0.2696 0.125
H 1.751 1.612 0.193 -0.8527 -0.8459 -0.7915 0.134
H 0.949 1.068 -1.399 0.0930 -0.3576 1.1076 0.134
H 0.538 -2.240 0.276 0.6363 -1.6662 0.2374 0.098
H -2.364 0.359 0.055 0.7705 -0.1289 -0.0506 0.115
N -0.957 -1.029 -0.049 -0.3842 -0.1355 -0.2846 0.006
N -1.402 0.255 -0.289 1.3046 1.3456 0.5891 -0.075
O 1.421 -0.438 0.081 -2.2324 0.5435 -0.9584 -0.080
```
Positions in Å, forces in eV/Å.

---

2 unconnected molecules or ions with the total composition C3H6N2O at a distorted geometry. Source: the Open Molecules 2025 dataset; level of theory: wB97M-V/def2-TZVPD.

As for the gap between HOMO and LUMO: 9.573 eV. Its largest force on an atom is 0.0838 hartree/bohr. The value obtained for the LUMO energy is 0.6 eV. The value obtained for the highest occupied orbital energy is -8.9887 eV.

The geometry in XYZ format:
```
12
Properties=species:S:1:pos:R:3:forces:R:3:lowdin_charge:R:1
C 0.067 -0.953 -0.636 0.4228 -0.0968 1.4071 -0.152
C 1.452 -1.009 -0.678 -1.0924 -0.2023 0.2794 -0.172
N 1.875 -0.763 0.598 1.5689 0.8682 2.2184 -0.031
C 0.921 -0.481 1.499 -0.9948 -0.7930 -4.1159 -0.118
N -0.303 -0.573 0.648 1.1586 0.2724 2.6890 -0.003
H -0.648 -1.509 -1.195 -0.5243 0.4904 -0.8954 0.095
H 2.111 -1.258 -1.587 -1.0434 0.3902 2.0063 0.124
H 1.024 -0.265 2.652 -0.4394 -0.4004 -2.9332 0.141
H -1.253 -0.378 1.002 0.9091 -0.4949 -0.6548 0.134
H -1.047 2.035 -0.765 1.0097 -1.0506 0.6741 -0.014
H -2.479 2.542 -0.473 0.4118 -0.1199 -0.0838 0.039
O -1.718 2.611 -1.064 -1.3866 1.1368 -0.5913 -0.042
```
Positions in Å, forces in eV/Å.

---

A molecular structure, C3H6N2O2. Source: the Open Molecules 2025 dataset; level of theory: wB97M-V/def2-TZVPD.

As for the gap between HOMO and LUMO: 10.343 eV. Its largest force on an atom is 0.0120 hartree/bohr. The value obtained for the LUMO energy is 0.8 eV. The value obtained for the highest occupied orbital energy is -9.5644 eV.

The geometry in XYZ format:
```
13
Properties=species:S:1:pos:R:3:forces:R:3:lowdin_charge:R:1
N -1.553 -0.338 -0.925 0.0801 -0.0265 -0.1072 0.113
C -0.547 0.091 -0.004 0.0822 -0.2213 0.0406 -0.483
O -0.874 1.395 0.409 0.1792 0.1133 0.1034 0.031
C -0.235 -0.908 1.115 -0.2989 -0.1181 0.1949 -0.090
O 1.166 -0.635 1.033 0.2069 -0.1341 -0.0127 0.006
C 1.061 0.038 -0.156 0.3948 0.1042 -0.1607 -0.344
N 2.100 0.429 -0.745 -0.6062 -0.1145 -0.0014 0.173
H -2.274 0.374 -1.025 0.3838 -0.0766 -0.0579 0.091
H -1.997 -1.199 -0.618 0.1998 0.1890 -0.1619 0.080
H -0.424 -1.941 0.796 -0.0798 0.1141 0.1378 0.126
H -0.648 -0.715 2.105 0.0163 0.1018 -0.0795 0.132
H -0.061 1.913 0.443 -0.1795 0.0705 0.1063 0.107
H 1.976 0.924 -1.620 -0.3786 -0.0019 -0.0017 0.058
```
Positions in Å, forces in eV/Å.

---

A molecular structure, C3H6N2O2 at a distorted geometry. Source: the Open Molecules 2025 dataset; level of theory: wB97M-V/def2-TZVPD.

As for the gap between HOMO and LUMO (alpha / beta): 8.495 / 8.494 eV. Its largest force on an atom is 0.0228 hartree/bohr. The value obtained for the LUMO energy (alpha / beta) is -0.8 / -0.8 eV. The value obtained for the highest occupied orbital energy (alpha / beta) is -9.2744 / -9.2747 eV.

The geometry in XYZ format:
```
13
Properties=species:S:1:pos:R:3:forces:R:3:lowdin_charge:R:1
C -0.198 0.526 -1.925 -0.0737 -0.1210 -0.2947 -0.062
O 0.108 1.035 -0.630 0.0904 -0.0348 0.2439 -0.039
C 0.137 0.169 0.402 -0.3484 0.0076 0.0219 -0.587
N 0.905 -1.013 0.225 -0.1857 -0.2169 0.0426 0.214
N -0.084 0.759 1.677 0.1453 0.4081 0.2092 0.148
C -0.781 -0.479 1.507 -0.2420 -0.0741 -0.2938 -0.325
O 0.020 -1.514 1.763 0.5056 0.1667 -1.0425 0.008
H -0.792 1.295 -2.422 0.0634 -0.1315 0.0183 0.090
H -0.763 -0.406 -1.857 0.0429 0.0848 0.0094 0.095
H 0.719 0.353 -2.497 -0.1272 0.0057 0.0848 0.087
H 1.897 -0.763 0.013 -0.0735 -0.1782 0.6139 0.102
H 0.690 0.606 2.316 0.1111 0.1310 0.1344 0.118
H -1.857 -0.567 1.427 0.0917 -0.0475 0.2528 0.149
```
Positions in Å, forces in eV/Å.

---

A single C3H6N2O2 molecule at a distorted geometry. Source: the Open Molecules 2025 dataset; level of theory: wB97M-V/def2-TZVPD.

As for the gap between HOMO and LUMO: 9.783 eV. Its largest force on an atom is 0.0290 hartree/bohr. The value obtained for the LUMO energy is 0.8 eV. The value obtained for the highest occupied orbital energy is -8.9971 eV.

The geometry in XYZ format:
```
13
Properties=species:S:1:pos:R:3:forces:R:3:lowdin_charge:R:1
N -1.534 -0.520 -0.796 -0.4377 0.2907 -0.3890 0.095
C -0.725 0.286 0.073 -0.5972 -0.8157 0.2943 -0.712
O -1.168 1.342 0.542 -0.0249 -0.3733 0.0606 -0.020
C -0.025 -0.798 0.889 1.3060 0.2581 0.6667 -0.028
O 1.374 -0.297 1.238 -1.0357 -0.1526 -0.2413 0.008
C 1.706 0.503 0.247 -0.3141 0.0970 -0.4148 -0.206
N 0.844 0.687 -0.685 0.4780 0.1652 -0.0650 0.155
H -2.443 -0.105 -0.881 -0.1622 0.2503 -0.5180 0.081
H -1.133 -0.877 -1.654 -0.0985 0.1812 0.2000 0.084
H 0.185 -1.684 0.288 -0.2161 0.1582 0.0910 0.120
H -0.680 -1.031 1.741 0.9675 0.1539 0.1357 0.142
H 2.695 0.969 0.243 -0.2292 -0.1798 0.4780 0.153
H 0.904 1.525 -1.246 0.3642 -0.0332 -0.2983 0.128
```
Positions in Å, forces in eV/Å.

---

A single C3H6N2O2 molecule at a distorted geometry. Source: the Open Molecules 2025 dataset; level of theory: wB97M-V/def2-TZVPD.

As for the gap between HOMO and LUMO: 10.023 eV. Its largest force on an atom is 0.0645 hartree/bohr. The value obtained for the LUMO energy is 0.7 eV. The value obtained for the highest occupied orbital energy is -9.2765 eV.

The geometry in XYZ format:
```
13
Properties=species:S:1:pos:R:3:forces:R:3:lowdin_charge:R:1
C -0.188 0.947 -1.271 0.2226 0.2305 0.4133 -0.281
C 0.464 -0.558 0.546 -2.3697 -0.0606 -1.4311 -0.511
C 1.094 0.417 1.397 -0.9099 0.2282 3.1831 -0.017
N -1.578 -0.954 -0.562 -0.4059 -0.4210 0.0902 0.083
N -0.574 -0.008 -0.305 0.6234 0.0348 -0.5856 -0.097
O -0.722 1.055 -2.352 0.3244 0.0552 0.8145 0.039
O 0.658 -1.737 0.543 0.1273 -0.4965 0.1228 0.123
H 0.654 1.654 -0.888 -1.2344 -1.1176 -0.5664 0.156
H 0.357 1.216 1.784 1.5411 -0.8823 -1.1957 0.132
H 1.976 0.681 0.866 0.9673 1.0494 0.1939 0.082
H 1.317 -0.206 2.305 0.4791 0.8234 -0.7245 0.114
H -1.185 -1.846 -0.829 0.2350 0.0448 -0.1643 0.085
H -2.273 -0.662 -1.234 0.3997 0.5116 -0.1503 0.091
```
Positions in Å, forces in eV/Å.

---

For reference, relative energy (zero: lowest compared OMol25 entry of this formula, charge and spin) by record: 60.3; 51.0; 64.9; 164.6; 68.6; 60.1 kcal/mol.